C9H14NO3 | wB97M-V/def2-TZVPD

Properties
highest occupied orbital energy	-12.48	eV
SMILES	C[C@@H]([NH3+])[C@](O)(OO)c1ccccc1
ΔE to the lowest compared entry with this formula, charge and spin	404.9	kJ/mol
charge	+1
DFT total energy	-17181.7473	eV
largest force on an atom	0.090	hartree/bohr
LUMO level	-3.174	eV

```
27
Properties=species:S:1:pos:R:3:mulliken_charge:R:1
C 0.8006 2.2167 -0.1476 -1.47
C 1.2982 0.8642 -0.6980 0.05
N 2.7830 0.6641 -0.3147 -0.30
C 0.6972 -0.6372 0.2268 0.87
O 1.4538 -0.4565 1.4969 -0.58
O 1.3011 -1.5389 -0.6050 -0.26
O 1.5307 -2.8316 -0.0127 -0.38
C -0.8408 -0.6320 0.3397 0.53
C -1.4667 -1.3887 -0.6011 -0.48
C -2.8342 -1.1683 -0.7714 -0.54
C -3.5489 -0.3190 0.0244 -0.41
C -2.8751 0.4601 0.9680 -0.77
C -1.4895 0.2980 1.1049 -0.53
H 1.0452 2.3689 0.9307 0.40
H -0.2434 2.2475 -0.3194 0.42
H 1.2353 3.0821 -0.7009 0.41
H 1.0687 0.8745 -1.8085 0.33
H 3.3671 1.5136 -0.5026 0.38
H 3.1580 -0.1280 -0.7306 0.29
H 2.9678 0.5435 0.6469 0.32
H 1.5173 -1.2589 1.9217 0.36
H 2.1748 -3.2585 -0.5364 0.32
H -0.8695 -1.8104 -1.3728 0.41
H -3.2260 -1.5408 -1.6736 0.39
H -4.6205 -0.2416 -0.1783 0.38
H -3.5079 1.0674 1.5785 0.44
H -0.8764 1.0098 1.7353 0.42
```